Entry 1:
Below is a 2-piece molecular cluster, C24H47N2O5 overall, with properties calculated with ωB97M-V with the def2-TZVPD basis set.

F_max ... 0.9 eV/Å
Lowest unoccupied orbital energy ... -2.277 eV
Charge ... +1
HOMO-LUMO gap ... 9.03 eV
HOMO ... -11.31 eV

Last column: Mulliken charge in e.
Element x y z (Å)
H  4.387  0.460  -2.248  0.38
H  6.539  -1.454  -3.172  0.33
H  -1.762  3.553  -1.831  0.46
H  2.677  0.359  -0.775  0.21
H  6.290  -3.225  -3.191  0.29
O  2.796  -0.940  5.467  -0.38
C  -3.388  -1.231  2.804  -1.38
H  2.861  -0.038  7.288  0.24
H  2.764  -2.314  3.972  0.38
H  -3.964  -0.460  3.307  0.35
C  -0.550  2.095  -0.230  -1.16
C  -3.743  -0.954  -1.536  -0.01
C  -2.734  -1.610  -3.801  -1.65
C  2.410  -0.190  -1.680  -0.21
C  0.052  0.694  5.022  -0.63
H  6.733  -2.416  -1.717  0.34
H  1.689  -2.689  5.327  0.39
H  0.993  1.976  -3.244  0.58
H  -2.390  1.403  -2.114  0.60
C  0.366  1.239  0.638  0.38
H  -5.608  -1.681  1.250  0.46
H  -2.057  -0.877  -4.221  0.35
C  -3.919  -0.982  -3.039  0.27
H  1.715  2.145  -1.647  0.34
H  -0.209  1.011  1.532  0.25
H  -5.386  0.312  -3.996  0.35
C  2.069  -1.879  4.697  -0.80
H  1.319  -0.435  3.288  -0.10
C  0.931  -1.225  3.944  0.23
H  -1.197  0.779  -3.290  0.18
H  0.612  0.283  0.192  0.36
H  -0.310  1.251  4.147  0.16
H  -1.580  1.859  0.017  0.27
C  2.456  -0.946  6.846  -0.68
H  4.204  -3.105  -2.242  0.38
C  -4.827  -1.318  -0.723  -1.02
H  0.565  4.436  -1.395  0.25
H  -4.755  -1.650  -3.213  0.88
H  1.081  0.988  5.237  0.35
C  -2.561  -0.632  -0.873  1.16
H  -3.660  -2.217  3.164  0.40
C  -3.543  -1.127  1.312  0.49
C  -4.367  0.385  -3.633  -1.44
O  -1.382  -0.257  -1.533  -0.19
H  2.265  -1.225  -1.393  0.49
H  -0.574  0.949  5.876  0.29
H  -2.203  -2.299  -3.152  0.32
C  0.957  1.614  -2.215  -0.97
C  1.609  1.994  1.131  -2.01
O  3.983  -1.326  -3.192  -0.41
H  -1.086  3.062  -3.391  0.44
N  0.083  4.349  -2.279  -0.52
H  -0.407  3.136  0.044  0.83
C  6.152  -2.309  -2.630  -1.14
N  -0.418  1.931  -1.715  0.94
C  -2.460  -0.749  0.518  0.18
H  -3.132  -2.214  -4.610  0.45
H  -1.506  -0.561  0.984  0.20
H  4.621  -1.725  -1.239  0.27
H  2.060  2.622  0.367  0.40
H  -2.346  -1.074  3.073  0.00
H  3.213  0.488  -3.552  0.27
C  -4.749  -1.393  0.666  -1.00
C  3.556  -0.092  -2.698  -0.71
O  -0.064  -0.700  4.806  -0.42
H  2.330  1.299  1.548  0.38
O  1.159  0.250  -2.202  -0.38
H  -3.739  0.647  -4.480  0.35
H  1.374  -0.960  6.995  0.29
H  -5.757  -1.570  -1.211  0.44
H  0.756  4.359  -3.031  0.33
H  1.320  2.657  1.943  0.52
C  -0.851  3.286  -2.356  -0.74
C  4.683  -2.129  -2.250  -0.28
H  2.901  -1.811  7.347  0.32
H  -4.368  1.169  -2.882  0.36
H  0.446  -1.980  3.315  0.37
C  -1.421  0.927  -2.239  -1.26


Entry 2:
Below is the molecule C24H47N3O2S, with properties calculated with ωB97M-V with the def2-TZVPD basis set.

F_max ... 0.8 eV/Å
Lowest unoccupied orbital energy ... 0.634 eV
HOMO-LUMO gap ... 8.86 eV
SMILES ... CC[C@H]1CC[C@@H](C(=O)N[C@H](CCSC)C(=O)NCCN(CC(C)C)CC(C)C)CC1
HOMO ... -8.23 eV

Last column: Mulliken charge in e.
Element x y z (Å)
C  1.183  1.054  0.548  -0.78
C  0.992  1.999  -0.630  -0.66
C  -5.440  0.643  4.849  -1.72
H  -2.244  3.935  0.410  0.35
O  0.669  -2.002  1.925  -0.73
C  2.912  -1.136  -1.207  -0.41
H  2.869  -2.413  -3.653  0.14
C  4.979  -2.468  -4.039  0.45
H  -1.657  -2.214  2.569  0.47
H  0.561  0.539  -2.996  0.03
N  2.260  -1.104  -0.026  -0.18
H  2.499  -1.719  0.742  0.45
H  -2.997  -1.581  1.580  0.41
C  5.230  -1.139  -3.325  -0.64
H  4.018  -4.146  -6.144  0.31
H  0.121  2.158  -3.608  0.28
H  -3.180  2.923  4.474  0.25
H  -1.052  4.168  1.687  0.30
C  3.705  -3.090  -3.468  -0.59
H  4.371  -2.282  -0.166  0.48
H  -6.139  1.116  5.535  0.47
H  -4.431  0.794  5.223  0.31
O  2.517  -0.491  -2.162  -0.64
C  4.884  -2.247  -5.552  -0.64
H  1.708  1.781  -1.419  0.26
C  4.142  -2.029  -1.208  0.83
N  -3.177  0.860  2.907  0.95
C  -5.577  1.239  3.452  1.28
N  -1.116  -0.810  1.184  -0.05
H  -7.723  1.470  3.573  0.41
H  -2.448  5.241  1.583  0.44
S  -0.675  1.808  -1.367  0.03
H  4.899  -3.319  -7.424  0.41
C  5.365  -1.335  -1.819  -1.39
H  5.515  -0.368  -1.333  0.42
H  0.465  -0.462  -0.820  0.46
C  -2.114  4.214  1.453  -1.54
C  1.000  -0.422  0.137  0.29
H  -5.388  2.313  3.517  0.07
H  -4.716  1.016  1.484  0.21
H  -1.115  0.883  -3.510  0.39
H  -7.096  1.469  1.925  0.42
H  1.093  3.037  -0.313  0.56
H  4.395  -0.468  -3.524  0.14
H  -1.414  -0.097  0.532  0.17
H  -2.564  1.637  1.022  0.24
H  -5.649  -0.425  4.830  0.35
H  -7.204  -0.042  2.829  0.36
H  5.732  -1.634  -5.866  0.39
H  -3.074  4.635  4.042  0.45
H  4.661  -4.030  -1.788  0.46
H  -1.485  0.004  3.724  0.41
C  -2.460  1.830  2.105  -0.76
C  0.176  -1.171  1.187  0.23
H  6.244  -1.953  -1.612  0.43
C  4.895  -3.541  -6.359  -1.30
H  3.973  -1.686  -5.773  0.32
C  -4.548  0.615  2.492  -1.49
H  -1.401  1.755  2.364  0.00
C  -6.987  1.021  2.910  -1.70
H  0.470  1.314  1.333  0.05
H  -4.742  -0.462  2.453  0.65
H  6.142  -0.674  -3.709  0.43
C  -2.681  3.643  3.833  -1.54
H  -1.619  3.636  4.069  0.36
C  -2.087  -1.314  2.125  -0.99
C  -2.898  3.277  2.368  0.73
H  2.925  -3.778  -1.575  0.41
H  3.490  -4.041  -3.959  0.38
C  -2.423  -0.317  3.262  -0.96
C  -0.221  1.291  -3.050  -0.67
C  3.841  -3.329  -1.968  -1.27
H  -2.995  -0.866  4.015  0.45
H  2.189  1.186  0.953  0.41
H  -3.961  3.370  2.130  0.20
H  5.822  -3.142  -3.838  0.21
H  5.782  -4.126  -6.128  0.31